A structure of composition C56H33AgAsF15GeN2PS. Source: OMol25; level of theory: ωB97M-V with the def2-TZVPD basis set.

Calculated values
- frontier orbital gap (eV) = 7.103
- total charge = -1
- energy relative to the best compared isomer or geometry (same formula, charge and spin) (kcal/mol) = 26.1

```
111
C56H33AgAsF15GeN2PS | OMol25 | ωB97M-V with the def2-TZVPD basis set
Ag -0.03134 0.09555 -0.39294
C 0.03059 2.83082 4.66905
C -0.78040 1.91388 5.32529
C -1.02449 0.67322 4.75970
C -0.47723 0.36242 3.52304
C 0.36054 1.26187 2.87752
C 0.60781 2.49723 3.45106
N -0.77368 -0.91851 2.95569
N -1.00646 -0.84035 1.72484
C -1.24471 -2.05448 0.99146
C -1.61395 -3.24228 1.61620
C -1.76043 -4.36828 0.82962
C -1.50853 -4.28370 -0.53992
C -1.12146 -3.08353 -1.11921
C -1.00674 -1.90094 -0.37715
H 0.22210 3.79844 5.11115
H -1.22264 2.16478 6.27926
H -1.64760 -0.05755 5.25593
H 0.83348 0.98909 1.93485
H 1.25138 3.19865 2.93779
H -1.76289 -3.27618 2.68568
H -2.05374 -5.30999 1.27292
H -1.61404 -5.17031 -1.15369
H -0.91218 -3.07374 -2.18323
C -2.21778 3.38416 -1.43128
C -2.11490 4.72405 -2.13732
As -3.81052 5.71343 -2.38489
C -4.86613 4.34907 -3.29952
C -6.25281 4.47997 -3.33509
C -7.03278 3.57823 -4.04065
C -6.43462 2.53778 -4.73493
C -5.05576 2.40838 -4.72156
C -4.27622 3.30867 -4.00942
C -4.45479 5.51232 -0.54780
C -3.95233 6.43048 0.37073
C -4.25824 6.32521 1.71870
C -5.08721 5.30605 2.16226
C -5.60405 4.39703 1.25217
C -5.28822 4.49729 -0.09489
P -0.61641 2.53825 -1.08003
C 0.31334 3.78738 -0.12080
C 1.70398 3.84066 -0.16592
C 2.40156 4.71019 0.65684
C 1.72559 5.53289 1.54542
C 0.34159 5.46656 1.61968
C -0.35727 4.59818 0.79787
C 0.15402 2.56695 -2.74147
C 0.93810 3.60038 -3.23920
C 1.45480 3.53587 -4.52485
C 1.17888 2.44194 -5.33350
C 0.39203 1.40864 -4.84686
C -0.10916 1.46676 -3.55585
H -2.78721 2.66247 -2.02708
H -2.75830 3.46965 -0.48733
H -1.66319 4.61496 -3.12766
H -1.47005 5.41361 -1.58250
H -6.73196 5.29313 -2.79974
H -8.10904 3.68836 -4.04894
H -7.04110 1.83062 -5.28272
H -4.57998 1.60000 -5.25860
H -3.20176 3.18270 -4.01155
H -3.30333 7.23185 0.03294
H -3.84885 7.03829 2.42218
H -5.32458 5.21764 3.21254
H -6.24150 3.59280 1.59306
H -5.67314 3.75947 -0.78806
H 2.24914 3.17690 -0.82583
H 3.48107 4.73095 0.60618
H 2.27351 6.20969 2.18550
H -0.19876 6.08683 2.32410
H -1.43291 4.55522 0.88796
H 1.16212 4.45744 -2.61839
H 2.07625 4.33953 -4.89383
H 1.58283 2.39255 -6.33687
H 0.18578 0.54268 -5.46322
H -0.68180 0.63049 -3.16099
F 4.32252 -3.37515 -3.12867
C 4.35150 -3.44576 -1.78678
C 4.27123 -2.30279 -1.01536
C 4.35168 -2.48684 0.35484
F 4.33089 -1.42347 1.17262
C 4.48321 -3.73425 0.94627
F 4.56594 -3.86595 2.27716
C 4.54043 -4.85902 0.13822
F 4.66994 -6.07691 0.68342
C 4.47776 -4.71525 -1.23824
F 4.54944 -5.80091 -2.02200
Ge 4.06045 -0.42806 -1.65061
S 2.43430 0.64988 -0.88777
C 3.92516 -0.47807 -3.62896
C 4.70096 0.24642 -4.50894
F 5.73890 0.98621 -4.06738
C 4.46107 0.27394 -5.87652
F 5.23688 0.99850 -6.69776
C 3.39904 -0.44839 -6.39328
F 3.14369 -0.42458 -7.71015
C 2.59217 -1.18476 -5.53911
F 1.55864 -1.87628 -6.03598
C 2.86517 -1.17738 -4.18049
F 2.05572 -1.89050 -3.38903
C 5.87451 0.26570 -1.22698
C 6.14408 1.35428 -0.41774
F 5.16487 2.07398 0.12701
C 7.44080 1.76400 -0.12965
F 7.66604 2.82558 0.65823
C 8.51373 1.06866 -0.65980
F 9.76849 1.45233 -0.38577
C 8.28155 -0.02881 -1.47494
F 9.31470 -0.70481 -1.99602
C 6.97343 -0.39959 -1.73822
F 6.78993 -1.46214 -2.54422
```


A structure of composition C56H38EuF6N12O4S2. Source: OMol25; level of theory: ωB97M-V with the def2-TZVPD basis set.

Calculated values
- frontier orbital gap (alpha / beta) (eV) = 4.245 / 4.553
- 2S+1 = 8
- total charge = -2

```
119
C56H38EuF6N12O4S2 | OMol25 | ωB97M-V with the def2-TZVPD basis set
Eu 0.39562 0.26631 0.16828
C -3.23581 1.19932 -5.11538
C -4.43386 0.51177 -5.14812
C -4.74067 -0.46631 -4.19763
C -3.76919 -0.78000 -3.28133
C -3.72385 -1.46440 -1.94788
N -2.35365 -2.08062 -1.93081
C -1.87710 -0.75471 -2.14394
N -1.45365 -0.48058 -0.94516
C -1.67616 -1.95079 -0.60227
C -2.42824 -2.55867 0.54376
C -3.67402 -3.15508 0.64128
C -4.00892 -3.78451 1.83194
C -3.12031 -3.84175 2.89842
C -1.83871 -3.32884 2.77226
C -1.49942 -2.72988 1.57176
C -0.20622 -2.31552 1.00513
N 0.83291 -1.93673 1.82191
C 0.29822 -0.96834 2.59802
N -0.78076 -0.32019 2.09457
C -1.41903 0.36645 3.08851
N -2.66735 0.76349 3.03516
C -3.46865 0.44856 2.01274
N -3.16522 -0.21894 0.87997
C -4.30499 -0.44113 0.19063
N -4.44799 -0.90842 -1.04889
C -5.44130 0.07583 0.92641
C -6.81231 0.06027 0.71641
C -7.62773 0.61769 1.68461
C -7.08908 1.18479 2.84095
C -5.72387 1.22532 3.05232
C -4.89807 0.66485 2.08902
C -0.57299 0.32936 4.27199
C -0.67097 0.92398 5.52090
C 0.32584 0.67440 6.44649
C 1.39770 -0.16559 6.14646
C 1.50096 -0.78374 4.91067
C 0.51985 -0.52951 3.96697
N -0.26218 -2.23247 -0.31070
C -2.52227 -0.12010 -3.29451
C -2.25557 0.90741 -4.16422
H -3.05508 1.98607 -5.83323
H -5.17058 0.76742 -5.89724
H -5.70716 -0.94419 -4.17623
H -4.38605 -3.13520 -0.16896
H -4.98317 -4.24124 1.93125
H -3.42311 -4.31803 3.82139
H -1.11562 -3.41147 3.57141
H -7.22431 -0.38181 -0.17978
H -8.70329 0.61190 1.55272
H -7.75824 1.59586 3.58504
H -5.29921 1.66871 3.93995
H -1.50930 1.56570 5.74870
H 0.27744 1.13852 7.42242
H 2.15751 -0.33791 6.89563
H 2.32588 -1.43780 4.67110
H -1.34662 1.48572 -4.10136
F 0.64137 5.11073 0.21622
C 1.28204 4.00430 -0.16409
F 2.53313 4.35865 -0.46825
F 1.35232 3.18433 0.89461
S 0.41985 3.18057 -1.64275
O 0.68975 1.77681 -1.45582
O 1.03481 3.79571 -2.77069
N -1.08146 3.57676 -1.49216
S -1.89288 2.64752 -0.48795
O -2.83401 1.81704 -1.14258
O -1.00731 2.14891 0.53144
C -2.93184 3.95785 0.37866
F -3.78587 3.45801 1.26130
F -2.13391 4.81038 1.02559
F -3.64061 4.66143 -0.50881
C 4.91034 -2.08700 -5.40192
C 5.28267 -2.85635 -4.16765
C 6.13864 -3.94213 -4.24280
C 6.45415 -4.69325 -3.12225
C 5.89276 -4.36054 -1.90325
C 5.04552 -3.27330 -1.79926
C 4.73949 -2.50397 -2.92138
N 3.89582 -1.39987 -2.85353
C 3.23934 -0.93044 -1.69679
N 4.10314 -0.57687 -0.73248
C 3.96073 -0.06842 0.58298
C 2.73171 0.45747 1.04183
C 2.82041 0.98530 2.35358
C 3.97032 0.95739 3.12848
C 5.13458 0.41326 2.62011
C 5.15224 -0.09410 1.33176
C 6.44225 -0.64220 0.77488
N 1.95563 -0.79044 -1.67760
C 1.25991 -1.30702 -2.79491
C 0.80325 -0.41689 -3.77006
C 0.16562 -0.87953 -4.90754
C -0.04216 -2.23750 -5.07295
C 0.41222 -3.12415 -4.11171
C 1.08389 -2.68914 -2.97873
C 1.61642 -3.69585 -2.00408
H 5.47683 -2.44549 -6.25818
H 5.10444 -1.02297 -5.27607
H 3.84811 -2.21040 -5.62259
H 6.55983 -4.21329 -5.20090
H 7.11864 -5.53994 -3.20887
H 6.09654 -4.96036 -1.02786
H 4.58005 -3.04327 -0.85218
H 3.34631 -1.25284 -3.69037
H 5.06575 -0.71798 -1.00111
H 1.94010 1.46068 2.79519
H 3.96146 1.36002 4.13358
H 6.03540 0.38921 3.22143
H 7.21293 -0.62336 1.54316
H 6.79903 -0.03470 -0.06003
H 6.33300 -1.67327 0.43817
H 0.97060 0.64183 -3.61685
H -0.16402 -0.18683 -5.66635
H -0.55217 -2.60405 -5.95162
H 0.25887 -4.18509 -4.25146
H 0.83089 -4.39853 -1.73841
H 1.94431 -3.20991 -1.08777
H 2.44631 -4.25300 -2.44742
```


no.,E (a.u.),largest force on an atom (eV/Å)
1,-8960.48684,1.2
2,-5220.69230,3.0